Entry 1:
{"formula": "CH5N3S2", "method": "wB97M-V/def2-TZVPD", "elements": ["C", "N", "N", "N", "S", "S", "H", "H", "H", "H", "H"], "coordinates": [[0.35678, 0.47644, 1.11754], [0.27190, -1.55013, -0.17774], [1.12012, 0.65442, -0.09662], [1.29045, -0.65846, -0.55493], [-2.52274, 0.33138, -0.21494], [-0.81852, -0.95102, 0.68823], [1.10440, -0.03746, 1.76779], [-0.16209, 1.33679, 1.48712], [0.50268, 1.12413, -0.82794], [1.33725, -0.81947, -1.56052], [-2.48022, 0.09338, -1.62799]], "homo_energy_ev": -8.09}

Entry 2:
{"formula": "C32H24F9N4NaPS", "method": "wB97M-V/def2-TZVPD", "elements": ["Na", "C", "N", "C", "C", "N", "C", "S", "C", "C", "C", "C", "C", "N", "H", "H", "H", "H", "H", "H", "H", "H", "H", "F", "C", "F", "F", "C", "C", "C", "C", "C", "C", "P", "C", "C", "C", "C", "C", "C", "C", "F", "F", "F", "C", "C", "C", "C", "C", "C", "C", "F", "F", "F", "H", "H", "H", "H", "H", "H", "H", "H", "H", "H", "H", "H", "C", "C", "N", "H", "H", "H"], "coordinates": [[1.46932, -1.35675, -0.46207], [7.15045, -0.85996, -0.25205], [6.39755, 0.38167, -0.23161], [6.93744, 1.65382, -0.27441], [5.91601, 2.52242, -0.20966], [4.74853, 1.77007, -0.12635], [5.05046, 0.44481, -0.13650], [4.05630, -0.90831, 0.01503], [3.45353, 2.36513, -0.09026], [3.20195, 3.35376, 0.84855], [1.98168, 4.00792, 0.78361], [1.07899, 3.63227, -0.19692], [1.42852, 2.60637, -1.06153], [2.59955, 1.97347, -1.01953], [8.20633, -0.61761, -0.33281], [6.84273, -1.46534, -1.10199], [6.96675, -1.42012, 0.66252], [7.99610, 1.81841, -0.35970], [5.88670, 3.59569, -0.25119], [3.94677, 3.59287, 1.59516], [1.73852, 4.79118, 1.48953], [0.11845, 4.12018, -0.29011], [0.74901, 2.28235, -1.83744], [-7.88952, -3.06399, 0.65891], [-6.97837, -3.85636, 0.06992], [-6.99633, -5.03502, 0.70372], [-7.39630, -4.06650, -1.18923], [-5.61336, -3.21814, 0.08795], [-4.53207, -3.86453, 0.65930], [-3.28661, -3.25138, 0.64459], [-3.12490, -1.99260, 0.07489], [-4.22383, -1.35445, -0.50190], [-5.46392, -1.96564, -0.49724], [-1.46043, -1.25893, 0.15349], [-1.46124, -0.04772, -1.22922], [-0.85178, -0.42652, -2.42323], [-0.82291, 0.43156, -3.51666], [-1.42310, 1.67396, -3.41753], [-2.05986, 2.05978, -2.24227], [-2.06555, 1.21001, -1.15167], [-1.37423, 2.65507, -4.55963], [-2.60432, 3.05306, -4.91453], [-0.77961, 2.14322, -5.64250], [-0.68969, 3.75935, -4.20476], [-1.54003, -0.13601, 1.59663], [-2.70674, 0.18869, 2.27793], [-2.67328, 1.06802, 3.35398], [-1.46700, 1.61295, 3.75658], [-0.28708, 1.27308, 3.10693], [-0.32892, 0.40348, 2.03573], [-1.38672, 2.59216, 4.89517], [-0.85774, 3.76323, 4.47683], [-0.59026, 2.14085, 5.87732], [-2.58187, 2.86022, 5.42795], [-4.65711, -4.84061, 1.10603], [-2.43520, -3.75870, 1.08204], [-4.11167, -0.38314, -0.96591], [-6.31741, -1.47443, -0.94627], [-0.42523, -1.42083, -2.52596], [-0.33997, 0.13316, -4.43648], [-2.54115, 3.02825, -2.18439], [-2.54611, 1.52228, -0.23228], [-3.65212, -0.23909, 1.96937], [-3.58493, 1.32767, 3.87390], [0.65646, 1.68294, 3.44197], [0.60632, 0.15285, 1.54530], [3.02647, -6.01020, -0.51827], [2.42771, -4.68625, -0.58954], [1.95759, -3.64327, -0.64634], [2.62136, -6.54963, 0.33562], [4.10475, -5.91517, -0.40589], [2.80614, -6.56109, -1.43056]], "charge": 1, "homo_energy_ev": -10.58}

Entry 3:
{"formula": "C2H5N3OS", "method": "wB97M-V/def2-TZVPD", "elements": ["N", "N", "C", "N", "C", "O", "S", "H", "H", "H", "H", "H"], "coordinates": [[0.39417, 1.79089, 0.26927], [-0.63346, 0.98721, -0.09492], [-0.45175, -0.35138, -0.14631], [-1.48320, -1.12872, -0.59883], [0.85510, -1.02907, 0.17768], [0.72234, -2.06835, 0.75614], [2.46079, -0.30461, -0.43960], [-0.32944, 2.62071, 0.57465], [0.73039, 1.46991, 1.12681], [-1.65652, -2.15907, -0.70193], [-2.46215, -0.73470, -0.50058], [1.85373, 0.90720, -0.42237]], "smiles": "N/N=C(/N)C(=O)S", "homo_energy_ev": -8.43}

Entry 4:
{"formula": "CH4N2ORb", "method": "wB97M-V/def2-TZVPD", "elements": ["Rb", "C", "O", "N", "N", "H", "H", "H", "H"], "coordinates": [[-33.13538, -5.17554, 1.62368], [-36.03895, -1.20210, -1.17084], [-34.96799, -1.63207, -1.55695], [-37.12505, -1.80255, -1.10085], [-36.12165, -0.13510, -0.47006], [-37.93586, -1.32919, -0.72851], [-37.43587, -2.70625, -1.42766], [-37.02887, 0.30861, -0.45680], [-35.35246, 0.32211, -0.00166]], "charge": 1, "homo_energy_ev": -12.12}

Entry 5:
{"formula": "C26H20N2O4Re", "method": "wB97M-V/def2-TZVPD", "elements": ["Re", "C", "C", "C", "C", "C", "H", "H", "H", "H", "H", "C", "C", "N", "C", "C", "N", "C", "O", "O", "C", "O", "O", "H", "H", "H", "H", "H", "C", "C", "C", "C", "C", "C", "C", "C", "C", "C", "C", "C", "C", "C", "C", "H", "H", "H", "H", "H", "H", "H", "H", "H", "H"], "coordinates": [[1.96924, -1.10816, -0.39156], [1.87991, -2.92197, -1.85313], [1.33081, -3.22916, -0.57281], [2.38116, -3.18204, 0.39974], [3.58465, -2.88276, -0.31196], [3.28096, -2.72742, -1.66854], [1.35564, -2.95441, -2.79392], [0.31176, -3.52235, -0.37943], [2.30089, -3.42972, 1.44436], [4.55454, -2.74623, 0.13976], [3.98691, -2.47506, -2.44534], [1.34716, 0.65163, -3.58634], [2.28828, 1.18899, -2.57578], [2.55376, 0.65649, -1.40080], [3.48929, 1.43496, -0.76359], [3.80270, 2.48735, -1.57285], [3.01472, 2.31659, -2.70682], [4.74783, 3.61987, -1.42883], [4.43306, 4.72489, -2.17265], [5.73910, 3.59372, -0.77656], [3.85387, 0.96316, 0.61902], [4.66986, 1.52351, 1.30385], [3.16115, -0.09803, 0.94989], [0.61674, 0.02837, -3.07325], [1.87279, 0.03177, -4.31484], [0.83614, 1.45522, -4.11580], [3.06381, 2.85490, -3.55588], [3.48952, 4.76487, -2.36490], [0.22475, -0.56461, 0.13667], [-0.93444, -0.37847, 0.63103], [-2.14956, -0.17836, 1.14669], [-2.33941, 0.81579, 2.22827], [-3.58120, 1.40753, 2.46358], [-3.73443, 2.35351, 3.46609], [-2.65117, 2.72338, 4.24965], [-1.40788, 2.14906, 4.01573], [-1.25260, 1.20640, 3.01445], [-3.28545, -0.98650, 0.63272], [-3.35573, -1.30370, -0.72327], [-4.38181, -2.09468, -1.21441], [-5.35298, -2.58986, -0.35470], [-5.28740, -2.28817, 0.99846], [-4.26493, -1.49030, 1.48864], [-4.42801, 1.14348, 1.84382], [-4.70351, 2.80701, 3.63031], [-2.77282, 3.45694, 5.03599], [-0.55532, 2.43328, 4.61875], [-0.28247, 0.76033, 2.83240], [-2.59355, -0.91839, -1.38934], [-4.42649, -2.32188, -2.27192], [-6.15459, -3.20853, -0.73655], [-6.03234, -2.68092, 1.67851], [-4.21293, -1.27133, 2.54738]], "multiplicity": 2, "s_squared": 0.985, "homo_energy_ev": [-7.28, -7.16]}

Entry 6:
{"formula": "C3H16NO4", "method": "wB97M-V/def2-TZVPD", "elements": ["C", "C", "C", "O", "N", "H", "H", "H", "H", "H", "H", "H", "H", "H", "H", "H", "H", "O", "H", "H", "O", "H", "H", "O"], "coordinates": [[-0.66215, -0.16534, 0.55518], [-0.03269, -1.11237, -0.47544], [1.43763, -1.43138, -0.17817], [1.71261, -2.65554, -0.74846], [-2.17490, -0.24537, 0.48525], [-0.50180, 0.87927, 0.32698], [-0.38197, -0.35170, 1.57630], [-0.58081, -2.05121, -0.35914], [-0.10359, -0.73117, -1.48918], [2.18440, -0.68739, -0.53039], [1.66532, -1.47528, 0.92680], [2.67683, -2.87409, -0.67492], [-2.49056, -0.06574, -0.49443], [-2.50481, 0.53087, 1.04916], [-2.67643, -1.03173, 0.90812], [1.50625, 2.57203, -0.27581], [1.02533, 3.44128, -1.43236], [0.76734, 2.68661, -0.88566], [-3.31193, 1.27158, -2.33125], [-1.87467, 1.56573, -2.08152], [-2.50148, 0.82529, -2.02305], [1.79870, 0.02147, 3.21286], [2.99348, 0.55557, 2.51965], [2.02992, 0.52861, 2.41947]], "charge": 2, "multiplicity": 2, "s_squared": 0.755, "homo_energy_ev": [-17.95, -17.94]}

The following ΔE to the lowest compared entry with this formula, charge and spin values (in kJ/mol) correspond, in order, to the records above: 311.9, 58.0, 327.9, 217.6, 0.0, 25.0.